254
Properties=species:S:1:pos:R:3:forces:R:3:mulliken_charge:R:1 method="wB97M-V/def2-TZVPD" lumo_energy_ev=-8.227 total_energy_ha=-5399.25311 charge=+1 homo_lumo_gap_ha=0.0262
Pb -1.66956 -3.80584 -8.27350 0.2 -1.3 0.6 1.326
O 2.54635 -1.34043 4.24433 -1.6 1.0 -3.1 -0.576
O -5.86097 -2.89078 -7.33022 0.9 0.3 -0.5 -0.202
O 5.85409 -8.28694 -2.25076 -2.6 2.2 2.9 -0.361
O -5.31208 -2.65037 11.92993 -2.0 0.3 1.7 -0.345
O 7.03527 3.53324 -12.88981 1.4 0.3 -1.4 -0.314
O -7.30697 -7.84726 -6.57749 2.1 -0.6 0.0 -0.273
O 2.29203 -0.61163 2.02367 0.5 -0.6 1.7 -0.406
O 11.10982 7.11837 -1.39111 -0.7 0.0 -1.2 -0.347
O 8.99106 -12.85201 -4.02425 -0.1 -0.8 -1.3 -0.370
O -1.60829 8.10487 5.75894 2.1 0.0 -1.9 -0.357
O -9.33895 6.62783 2.63234 2.4 3.9 0.5 -0.175
O -12.08304 -0.42334 -6.70068 0.3 -0.4 -1.1 -0.304
O 1.21288 1.15920 0.70380 0.3 -1.0 0.4 -0.415
O 10.03028 2.90062 13.29109 -0.6 -0.1 -0.8 -0.335
O -2.50026 -6.72984 12.90023 -1.2 -2.2 1.6 -0.336
O 0.90888 2.16721 -1.31338 0.0 -4.1 2.7 -0.655
O -6.45393 8.14300 -0.32555 2.2 0.8 -1.4 -0.352
O 1.02660 -1.12176 -0.04094 0.5 -0.7 1.8 -0.432
O 9.43485 3.97609 1.14381 1.5 1.3 -0.5 -0.314
O 0.33309 -0.71553 -2.16122 0.8 0.8 3.5 -0.695
O 0.00702 -0.47814 2.03503 -0.9 -0.7 1.0 -0.514
O -0.46275 -1.21368 4.18153 2.0 0.0 -2.7 -0.597
O -0.43614 -6.91602 -9.87456 -0.7 0.3 0.4 -0.202
O -8.85700 1.40355 -2.22601 -0.2 -0.6 0.6 -0.316
O 4.54781 4.26640 -9.31162 0.3 -1.2 1.4 -0.328
O -1.86508 9.37050 9.69117 -0.1 -1.5 2.2 -0.310
O -1.91960 -6.35861 -5.67719 -0.1 0.4 -0.5 -0.191
O 5.61763 1.75048 13.30520 1.7 0.6 -2.3 -0.309
N -7.92857 9.31423 1.71085 0.9 -1.1 2.6 -0.508
N -2.60103 -3.62710 12.22372 2.2 -0.7 -0.7 -0.442
N 8.57507 -9.15125 -4.48842 -0.1 -0.7 0.1 -0.483
N -6.51648 -5.41899 -8.15536 -0.3 0.3 0.0 -0.291
N 0.59910 -6.88575 -7.10072 -0.9 0.2 -0.9 -0.195
N 7.80676 2.06292 11.67700 -0.2 -0.1 -2.5 -0.293
N -11.01867 0.92196 -4.23002 -1.9 0.2 -1.9 -0.292
N -1.38694 7.05956 8.28012 1.3 0.0 -1.2 -0.276
N 11.17863 3.42810 -1.41489 -0.3 0.6 1.1 -0.203
N 4.18208 4.34611 -12.27562 -0.6 0.4 0.3 -0.426
C -12.33723 1.14773 -4.99545 2.2 0.5 0.0 -0.710
C 4.52596 1.36355 14.03380 -0.7 0.1 1.0 -0.730
C 8.21968 -13.92803 -4.59834 0.1 0.5 0.7 -0.712
C -0.97390 6.78322 5.83532 -2.2 0.4 0.9 -0.656
C -0.16031 -7.85449 -6.35289 -0.5 -0.9 0.1 -0.683
C 10.96491 1.98905 13.80683 -0.1 -0.3 -0.2 -0.776
C -10.18545 5.84851 3.30804 -2.0 -1.7 0.8 -0.837
C -1.67137 -4.83465 11.92437 -1.0 2.3 -0.4 -0.719
C 0.67955 -0.38025 -0.99935 -0.7 1.6 -5.4 0.595
C -5.58848 -1.47689 -7.10723 -0.4 -1.2 0.2 -0.741
C -7.98025 -8.66896 -5.59361 -0.8 1.3 -0.3 -0.747
C -2.23848 6.94459 9.47301 -0.2 -0.6 -3.1 -0.678
C -1.50071 -5.78886 13.03660 0.6 0.1 0.6 -0.395
C 0.30591 -1.02381 3.23500 -1.3 1.5 1.0 0.608
C 8.26317 -11.69362 -4.34055 0.5 2.2 1.7 -0.590
C -0.88200 -7.21707 -5.21258 -0.2 0.3 0.8 -0.778
C 8.40526 3.65318 -13.41731 -1.3 -1.6 1.8 -0.749
C -6.87856 -6.67055 -8.81144 -0.8 -0.1 2.7 -0.620
C 1.85933 -1.03218 3.26696 1.7 -0.8 1.2 0.566
C -4.58856 -2.55892 13.17508 1.5 -0.1 -1.8 -0.743
C -7.61759 -4.42072 -8.35704 2.7 -1.6 0.2 -0.632
C 0.93386 1.14622 -0.55883 -0.6 3.4 -3.9 0.617
C -7.85676 -7.46132 -7.82335 -0.3 -0.6 -1.1 -0.496
C -8.59897 8.58132 0.71618 0.2 0.0 -2.0 -0.755
C 5.15375 4.96292 -13.14469 1.2 -0.1 -1.5 -0.702
C -2.62130 -5.70415 -4.63181 0.2 0.2 0.9 -0.726
C -8.87493 7.72612 3.54468 1.1 -0.2 -1.2 -0.727
C -1.95487 8.04515 10.44800 2.6 1.1 -0.6 -0.546
C 1.22786 -7.49676 -8.28320 -0.2 0.5 -0.2 -0.978
C 7.15239 -8.61825 -2.50862 -1.0 -2.6 -0.3 -0.280
C 3.39644 4.79804 -9.86880 0.0 0.2 -1.7 -0.716
C -7.61299 7.50031 0.03631 -2.9 0.6 0.0 -0.448
C 10.43072 5.88381 -1.59018 0.2 -0.6 -0.4 -0.351
C -2.45507 -7.70049 14.00684 -1.8 0.6 -1.5 -0.783
C 9.38219 2.86937 0.24755 0.0 -0.2 0.0 -0.613
C -11.21685 0.82467 -2.81225 2.4 -0.9 0.3 -0.621
C -7.57802 1.06100 -1.60710 -1.2 -0.3 -1.8 -0.704
C -12.13661 0.98260 -6.52571 -0.2 -1.3 1.0 -0.493
C -1.15596 8.76540 4.51268 0.9 0.2 1.4 -0.815
C 5.65534 -7.86465 -0.82103 -0.1 0.5 -2.1 -0.824
C -3.65561 -3.76665 13.18970 -0.1 -0.1 -0.2 -0.178
C 5.41964 1.54858 11.93135 0.4 0.1 -2.5 -0.494
C -7.67676 8.49516 2.94529 -1.2 0.2 0.2 -0.623
C 5.31697 5.11220 -8.50138 0.4 1.1 0.1 -0.749
C -1.18658 -7.24114 -11.02312 -0.3 -0.1 0.2 -0.784
C 11.87896 7.61066 -2.49850 0.1 1.0 1.2 -0.720
C 11.46671 4.83630 -1.17108 0.3 -0.7 -0.5 -0.718
C 8.21842 4.34693 1.72495 -1.2 -0.8 -0.2 -0.793
C 10.13575 2.96981 11.88151 -1.3 0.6 -1.0 -0.605
C 9.08286 -10.39413 -3.98315 0.6 -2.7 -0.3 -0.541
C 8.73649 3.02237 11.11029 1.8 -0.6 2.0 -0.641
C -1.54715 6.12480 7.13594 0.3 1.2 -0.3 -0.585
C 6.49879 2.14493 10.96067 0.8 0.6 3.2 -0.576
C 3.73441 5.34406 -11.29812 -0.7 0.3 1.6 -0.390
C -9.84154 0.31822 -2.21789 -0.1 1.3 0.7 -0.592
C -7.23669 -3.13376 -7.63911 -0.6 1.4 -0.2 -0.619
C -6.62922 -3.27078 12.12934 1.4 0.5 -1.6 -0.667
C -5.71090 7.53398 -1.41203 -0.7 0.1 0.0 -0.828
C -1.55222 10.46441 10.59375 -1.1 -0.3 -0.4 -0.759
C 6.16258 4.00080 -13.88385 -2.6 2.2 1.1 -0.703
C 7.19777 -8.88985 -4.01238 2.6 1.5 -0.4 -0.584
C -11.86150 -0.81557 -8.05960 -0.7 -0.5 1.1 -0.737
C 0.23903 -8.04301 -9.39070 2.8 1.7 2.0 -0.472
C 10.81584 2.54490 -0.29696 -1.0 0.4 0.0 -0.781
B 1.18921 -0.24703 1.17150 -0.7 -0.6 1.7 0.944
H 2.62131 4.04187 -9.99317 0.3 -0.6 0.0 0.314
H -8.18626 7.23773 -0.85280 0.1 -0.8 -0.2 0.406
H 6.27807 3.19756 10.78360 -0.1 0.4 0.0 0.315
H -10.85558 -0.57125 -8.40099 0.0 0.3 -0.2 0.263
H 10.16557 5.62977 -2.61647 0.6 0.5 -0.7 0.312
H -0.33134 -8.83796 -8.91024 -0.6 0.0 -0.7 0.393
H -1.83164 -6.39081 -11.24431 0.1 0.0 -0.3 0.222
H -8.29324 -9.68592 -5.83010 -0.2 0.2 -1.0 0.287
H -5.08378 -2.39831 14.13271 -0.9 -0.4 -0.3 0.428
H 7.00331 -7.97383 -4.57023 -1.0 0.0 0.2 0.315
H 4.77224 5.73204 -7.78922 -0.8 0.2 -0.3 0.324
H 12.27155 5.08713 -1.86204 0.3 0.0 0.1 0.421
H 5.61263 3.29245 -14.50344 0.1 -0.9 0.5 0.343
H -10.58361 5.11981 2.60195 -0.2 -0.1 0.1 0.232
H 10.81095 1.99526 14.88588 0.7 0.1 -0.1 0.246
H -7.47113 9.31285 3.63608 0.6 -0.6 0.6 0.351
H -0.58282 -6.37425 12.98287 0.7 0.7 0.2 0.499
H 10.63752 3.88543 11.56854 0.3 0.2 0.2 0.307
H -0.79114 -4.28776 11.58644 0.4 -0.7 0.1 0.372
H 9.41069 5.86752 -1.20628 0.4 0.2 1.3 0.270
H -3.24289 -3.85251 14.19488 0.0 -0.5 0.0 0.214
H -6.50646 -5.68889 -7.18213 0.4 0.4 0.5 0.237
H -3.31341 -6.28795 -4.02495 -0.1 -0.9 -0.5 0.284
H -8.85675 9.40327 0.04831 0.4 -0.4 -1.3 0.377
H -4.74700 8.01692 -1.57254 0.0 0.0 0.8 0.284
H 11.39801 2.60430 0.62262 0.9 0.5 -0.2 0.300
H -2.53569 -7.21466 14.97924 0.8 0.2 0.0 0.331
H 6.05574 -8.43278 0.01863 -0.2 -1.3 -0.6 0.333
H -11.46203 1.79992 -2.39167 -0.2 -0.1 0.6 0.290
H 8.77641 3.01037 -0.64758 -0.4 0.6 0.1 0.323
H -13.01832 0.40590 -4.57843 -0.2 0.1 -0.5 0.342
H 0.11075 6.67903 5.86325 0.2 1.0 0.0 0.349
H -0.96570 5.20587 7.21058 -0.3 -0.3 0.6 0.312
H -7.10184 -2.97963 13.06741 0.2 -0.3 0.1 0.312
H -4.01292 -1.64684 13.01744 0.4 0.0 0.3 0.376
H 11.54909 3.11542 -2.30095 -0.1 -0.7 0.6 0.253
H -0.08520 8.96925 4.51386 0.5 -0.5 0.6 0.339
H 0.56230 -8.58470 -5.98857 -0.2 -0.4 0.5 0.398
H 1.83967 -6.69035 -8.68754 0.1 -0.2 -0.5 0.371
H -11.00770 6.43206 3.72215 -0.4 -0.1 0.1 0.335
H 7.18649 -13.76200 -4.29332 -0.3 -0.3 0.1 0.302
H -1.32044 6.29499 4.92447 0.0 -0.7 0.2 0.490
H 4.50458 6.11026 -11.20951 0.0 0.1 0.2 0.282
H -1.25775 8.18288 3.59703 -0.9 -0.1 0.1 0.304
H -8.57451 -4.86386 -8.08132 -0.2 0.6 0.2 0.290
H -9.39976 -0.55198 -2.70335 -0.3 0.0 -0.7 0.349
H 10.82637 0.96781 13.45191 -0.6 -0.3 -0.1 0.345
H 8.45384 2.85377 -14.15668 0.4 0.9 -1.0 0.308
H -8.12949 -8.30420 -8.45839 -0.5 -0.5 0.4 0.363
H -1.63767 -5.26906 13.98484 0.6 0.0 0.4 0.277
H -6.83428 1.77818 -1.95437 -0.3 0.4 0.5 0.263
H 6.60900 -9.74043 -4.35585 -0.4 0.4 0.4 0.295
H 4.56176 5.52216 -13.86918 0.3 0.2 -0.8 0.467
H -0.51213 -7.47548 -11.84670 -0.2 0.0 -0.2 0.302
H -6.02793 -0.89376 -7.91653 -0.1 0.2 0.2 0.334
H -0.88047 -8.40812 -6.95534 0.0 0.2 -0.3 0.316
H 4.45318 2.15242 14.78244 -0.3 -0.6 0.7 0.235
H 2.82401 5.84877 -11.62145 -0.1 0.2 -0.3 0.396
H 10.04142 -10.59547 -4.46141 0.3 0.2 0.0 0.390
H 11.33258 8.02011 -3.34815 -0.6 -0.5 -0.1 0.276
H 8.08444 5.23890 2.33694 1.7 0.4 0.0 0.283
H -3.41519 -8.21037 13.92758 0.0 -0.2 -0.2 0.266
H 8.32994 4.03351 11.13112 -0.1 0.4 0.2 0.411
H 11.89853 5.01159 -0.18574 -0.5 0.0 0.2 0.269
H 6.01317 4.64529 -7.80468 0.0 -1.0 -0.6 0.284
H -7.24181 -2.91622 11.30042 -0.1 0.1 0.1 0.232
H -7.42862 -6.38297 -9.70745 0.1 -0.7 -0.3 0.376
H 9.28956 -10.33875 -2.91436 -0.2 -0.4 0.3 0.342
H -1.60960 11.39212 10.02440 -0.2 -0.2 -0.2 0.240
H -7.38914 -8.85012 -4.69591 0.7 0.7 -0.3 0.237
H -9.72178 5.31091 4.13515 0.2 -0.2 0.3 0.308
H -2.39877 8.01161 11.44295 -1.4 0.6 -0.5 0.536
H -3.23065 -4.89017 -5.02453 0.3 0.1 -0.2 0.166
H -8.59959 7.27978 4.50023 0.4 -0.4 -0.1 0.505
H -2.06921 -5.46071 11.12571 -0.1 0.3 -0.4 0.277
H -0.11696 -6.69530 -4.63763 -0.1 0.7 0.2 0.404
H -6.97500 9.28751 1.37904 0.3 1.2 -0.4 0.353
H -0.93123 7.86028 10.77369 0.5 0.1 -0.2 0.318
H 7.93927 3.53788 2.39995 -0.7 -0.3 -0.2 0.319
H -1.31529 7.97899 7.86828 -0.2 0.4 0.5 0.365
H 3.59180 1.38587 13.47260 -0.1 -0.1 -0.2 0.342
H 11.94296 2.21557 13.38233 0.5 0.4 0.9 0.342
H -11.22762 1.42477 -6.93354 0.4 0.3 0.4 0.327
H 4.48166 2.00939 11.62162 -0.3 -0.1 0.1 0.400
H -2.33056 10.46365 11.35682 0.0 0.3 0.2 0.305
H 7.09543 -9.59504 -2.02826 2.0 -0.5 0.3 0.256
H 3.43467 4.37604 -12.95429 -0.7 -1.2 0.5 0.309
H 5.90218 5.78378 -9.12957 0.2 0.2 0.0 0.274
H 8.62688 4.70602 -13.59200 0.2 -0.3 -0.7 0.335
H 1.29870 -6.56961 -6.44443 0.4 0.4 -0.3 0.302
H 7.83396 -7.92971 -2.00915 0.6 0.1 -0.6 0.346
H -1.68981 -8.46721 13.88593 0.4 0.4 0.2 0.298
H -6.45249 -4.32942 11.93923 -0.6 -0.3 0.7 0.255
H -4.15623 -4.65642 12.80785 -1.0 -0.3 1.2 0.261
H -1.33478 -7.89212 -4.48636 0.1 -0.6 -0.3 0.447
H 7.96706 -11.56957 -5.38220 0.0 -0.5 -0.3 0.363
H 9.24262 -8.54628 -4.03182 -0.3 1.1 -0.4 0.284
H -4.51945 -1.27415 -7.04266 0.3 -0.5 -0.5 0.179
H 4.71463 0.35294 14.39597 -0.4 0.0 0.5 0.257
H -2.04315 5.88896 9.66165 -0.2 0.1 1.7 0.340
H -5.91387 -1.18379 -6.10907 -0.7 0.2 -0.1 0.308
H -0.59030 10.51386 11.10401 0.4 -0.9 -0.2 0.312
H 7.48696 4.56734 0.94747 -0.4 -0.7 -0.2 0.312
H -2.61104 5.93093 6.99930 -0.2 -0.4 -0.1 0.348
H 10.75189 2.15220 11.50737 -0.3 -0.3 -0.1 0.417
H 1.90412 -8.29717 -7.98302 0.0 -0.3 0.0 0.452
H -12.95185 1.38786 -7.12507 -0.4 0.2 0.2 0.407
H -12.72525 2.15458 -4.84122 -0.2 0.1 0.4 0.385
H 8.54130 -14.89796 -4.21900 0.3 0.2 -0.1 0.280
H -6.86097 7.78710 2.79957 0.3 0.1 0.2 0.325
H -10.41637 1.72204 -4.36117 0.1 0.1 -0.3 0.212
H -1.81709 -8.09693 -10.78191 -0.2 -0.1 -0.3 0.344
H -11.98857 -1.89769 -8.09072 0.2 -0.1 0.1 0.238
H -7.57691 -4.32102 -9.44170 -0.4 0.6 0.0 0.382
H -9.55359 8.51084 3.87896 -1.3 -0.3 -0.8 0.371
H -7.78216 -2.95000 -6.71347 -0.4 -0.2 0.0 0.392
H 12.68460 6.95887 -2.83647 -0.2 -0.3 0.0 0.308
H -7.54395 -2.39697 -8.38129 -0.2 0.7 0.3 0.300
H 5.73986 5.75380 -12.67661 0.3 -0.4 0.4 0.358
H -9.62376 8.31555 0.97555 0.5 -1.0 0.4 0.416
H 7.39998 -11.76239 -3.67853 -0.7 0.4 -0.3 0.348
H 10.90908 1.50396 -0.60656 -0.4 0.1 -0.2 0.448
H -7.63167 0.94636 -0.52447 0.0 0.1 -0.1 0.279
H -7.25780 0.14940 -2.11161 0.1 -0.5 0.5 0.271
H 5.41017 0.51361 11.58954 -0.4 -0.6 0.9 0.293
H -1.91645 -5.35724 -3.87620 0.2 0.6 -0.2 0.370
H 7.78259 2.03745 12.68639 -0.3 0.4 -0.1 0.346
H -10.05183 -0.02871 -1.20620 0.2 0.3 0.5 0.379
H 0.94382 -8.36699 -10.15647 -0.3 -0.7 -0.2 0.402
H 8.22741 -13.86856 -5.68669 0.3 -0.2 -0.1 0.291
H -6.18075 7.61937 -2.39185 -0.8 0.5 0.0 0.314
H 12.33147 8.49373 -2.04736 0.4 0.0 -0.2 0.269
H -5.97659 -7.26415 -8.96040 -0.2 -0.1 -0.4 0.321
H 4.57372 -7.73012 -0.81064 0.3 0.1 0.6 0.242
H -12.66063 -0.44052 -8.69900 0.2 0.5 -0.3 0.322
H -2.95663 -3.40004 11.30606 -0.4 0.4 0.1 0.287
H 9.02679 2.84958 10.07397 -0.4 -0.5 -0.2 0.276
H 6.51123 4.69219 -14.65100 1.3 0.0 0.1 0.415
H 8.90025 2.08793 0.83508 0.3 -0.8 -0.2 0.574
H 2.88251 5.51176 -9.22491 0.4 0.7 0.0 0.424
H 6.20364 -6.93889 -0.64660 -0.3 0.6 -0.5 0.356
H -8.80565 -8.02238 -5.29567 -0.6 -0.6 0.3 0.307
H -5.62293 6.45192 -1.31458 0.3 -0.1 0.6 0.314
H -1.49344 9.80137 4.48158 -1.0 -0.4 -0.1 0.291
H -11.94579 0.05947 -2.54537 -0.2 0.1 -0.1 0.443
H 6.52847 1.68687 9.97204 0.0 -0.5 0.2 0.295
H -3.23309 6.94348 9.02709 -0.8 0.3 0.6 0.332
H -7.34569 6.64963 0.66320 -0.6 -0.2 0.1 0.365
H -8.73393 -6.85296 -7.60298 -0.3 0.1 -0.3 0.337
H 9.06005 3.26296 -12.63816 0.0 0.4 0.3 0.245